{
  "formula": "C19H30F4N3O7PS",
  "method": "ωB97M-V with the def2-TZVPD basis set",
  "species": ["H", "N", "C", "C", "C", "C", "O", "C", "F", "F", "F", "C", "C", "P", "N", "O", "O", "O", "C", "O", "C", "C", "C", "C", "F", "N", "C", "S", "H", "H", "H", "H", "H", "H", "H", "H", "H", "H", "H", "H", "H", "H", "H", "H", "H", "C", "C", "C", "O", "H", "H", "H", "H", "H", "H", "C", "C", "C", "O", "H", "H", "H", "H", "H", "H"],
  "positions_angstrom": [[-0.11370, -3.11463, 2.67650], [0.09410, -3.38141, 1.71030], [0.82878, -2.50777, 1.15202], [1.39901, -1.25844, 1.78315], [1.16673, 0.11165, 1.06617], [1.72858, -0.11075, -0.33721], [1.89403, 1.10930, -1.04345], [2.18133, 1.02162, -2.34894], [2.95489, -0.03028, -2.65092], [1.07134, 0.90439, -3.09682], [2.80160, 2.11882, -2.72513], [1.88658, 1.20400, 1.94835], [3.04548, 0.74808, 2.83409], [2.51570, 2.80146, 1.22168], [3.94534, 2.66438, 0.67156], [2.42087, 3.71901, 2.53615], [1.33991, 3.37686, 0.28686], [0.80317, 1.62106, 2.84244], [-0.28616, 1.80057, 2.05337], [-1.05856, 2.70700, 2.19408], [-0.33363, 0.61632, 1.09799], [-1.35325, -0.35173, 1.74387], [-2.80144, 0.18985, 1.72974], [-3.66023, -0.46325, 0.65512], [-4.17580, -1.68194, 1.13801], [-0.82530, 0.89184, -0.25513], [-1.20091, 1.97129, -0.67785], [-1.63240, 3.33201, -1.30317], [1.12191, -2.71246, 0.11633], [1.07034, -1.20918, 2.82385], [2.48266, -1.42096, 1.78815], [1.04417, -0.74916, -0.90601], [2.69426, -0.62258, -0.26545], [3.76671, 0.17589, 2.24961], [3.57239, 1.60761, 3.25080], [2.65114, 0.13260, 3.64390], [4.03307, 2.97760, -0.28681], [1.55043, 4.11363, 2.68126], [1.12782, 4.30759, 0.44683], [-1.35051, -1.29823, 1.21274], [-1.05120, -0.51129, 2.78251], [-2.82312, 1.26610, 1.55888], [-3.27369, -0.03648, 2.68730], [-3.07236, -0.69973, -0.23867], [-4.50016, 0.16920, 0.35915], [-1.14700, -6.58599, 0.97185], [-2.23534, -7.37788, 1.65178], [-3.65113, -7.09345, 1.20609], [-1.99443, -8.19178, 2.51216], [-0.17887, -6.87416, 1.37421], [-1.16393, -6.77496, -0.10329], [-1.29493, -5.51912, 1.13950], [-3.75570, -7.29955, 0.13956], [-3.89132, -6.04169, 1.37132], [-4.34383, -7.71723, 1.76555], [-0.52998, 3.29740, -4.85465], [-0.38704, 4.79391, -4.97649], [0.71933, 5.29881, -5.87162], [-1.11700, 5.55100, -4.38047], [-1.35479, 3.06570, -4.18733], [-0.72068, 2.85124, -5.83242], [0.38769, 2.86704, -4.45407], [0.57310, 4.93331, -6.88932], [1.68373, 4.93204, -5.51601], [0.72222, 6.38588, -5.87357]],
  "forces_ev_per_angstrom": [[-0.033, 0.005, -0.024], [0.431, 0.398, -0.156], [-0.326, -0.256, -0.002], [-0.155, -0.063, 0.017], [0.206, -0.249, 0.252], [-0.162, -0.273, -0.122], [0.178, 0.165, 0.095], [-0.321, -0.325, 0.142], [0.131, -0.128, 0.050], [-0.171, -0.106, -0.053], [0.280, 0.582, -0.149], [-0.045, 0.164, 0.152], [-0.100, -0.167, -0.119], [0.470, -0.098, -0.301], [-0.562, -0.026, 0.026], [0.124, 0.421, -0.237], [-0.075, 0.008, 0.191], [0.010, 0.257, -0.188], [-0.210, 0.430, 0.141], [0.278, -0.540, -0.055], [-0.209, -0.580, -0.626], [-0.312, 0.298, 0.278], [-0.001, -0.323, -0.441], [0.137, -0.170, -0.024], [0.156, 0.311, -0.145], [-0.192, 1.225, 0.208], [0.460, -0.629, 0.229], [-0.163, -0.110, -0.081], [-0.055, 0.028, 0.111], [0.018, 0.022, -0.078], [-0.126, 0.040, 0.115], [0.011, 0.029, 0.146], [-0.051, 0.152, 0.015], [-0.007, 0.115, 0.034], [-0.097, -0.133, 0.063], [0.127, 0.069, -0.002], [0.265, 0.017, 0.042], [0.014, -0.286, 0.277], [-0.008, -0.144, -0.128], [0.181, -0.089, 0.050], [0.067, -0.186, -0.117], [0.010, 0.011, 0.234], [-0.031, 0.243, -0.016], [-0.090, 0.039, 0.093], [-0.044, -0.121, 0.161], [0.046, -0.150, 0.120], [-0.011, 0.035, -0.039], [-0.019, -0.099, 0.100], [0.001, -0.006, 0.012], [0.004, -0.003, -0.004], [-0.046, 0.077, -0.018], [0.007, 0.031, -0.098], [0.005, 0.066, -0.022], [0.015, 0.020, -0.067], [0.000, 0.000, 0.000], [-0.127, 0.062, 0.022], [0.008, -0.028, 0.008], [-0.063, 0.121, 0.045], [0.005, 0.012, 0.021], [-0.011, -0.027, -0.002], [0.098, 0.002, -0.026], [0.034, -0.031, -0.070], [0.047, -0.054, 0.003], [0.004, -0.056, -0.044], [0.000, 0.001, 0.000]],
  "gap_ev": 9.48,
  "smiles": "[H]/N=C\\C[C@]1(COC(F)(F)F)[C@@](C)(P(=N)(O)O)OC(=O)[C@@]1(CCCF)N=C=S.CC(C)=O.CC(C)=O",
  "energy_ev": -69987.279,
  "homo_ev": -9.381,
  "e_lumo_ha": 0.0035
}



{
  "formula": "C15H23IN2O3S",
  "method": "ωB97M-V with the def2-TZVPD basis set",
  "species": ["C", "C", "C", "I", "C", "C", "C", "C", "C", "O", "C", "C", "N", "S", "N", "C", "H", "H", "H", "H", "H", "H", "H", "H", "H", "H", "H", "H", "H", "C", "O", "C", "C", "O", "C", "H", "H", "H", "H", "H", "H", "H", "H", "H", "H"],
  "positions_angstrom": [[-2.51668, 2.96464, 1.99461], [-1.56670, 3.31515, 0.73619], [-1.84255, 2.23318, -0.44093], [-0.57403, 2.48123, -2.19391], [-1.75375, 0.77687, 0.23518], [-3.00013, -0.13228, 0.13776], [-2.98187, -1.58627, 0.80806], [-4.37896, -2.40533, 0.66147], [-5.35817, -1.75260, 1.79527], [-6.76771, -1.90986, 1.48972], [-1.74770, -2.18178, 1.53948], [-0.47545, -1.24552, 1.64353], [0.78135, -1.56441, 2.28552], [1.75170, -0.14137, 2.12392], [0.72341, 0.91693, 1.23708], [-0.51167, 0.21157, 1.00936], [-3.44334, 2.34367, 1.72659], [-1.93650, 2.38066, 2.78677], [-2.90063, 3.95878, 2.41911], [-0.46896, 3.23475, 1.09898], [-1.79090, 4.36508, 0.30227], [-2.94531, 2.37862, -0.76513], [-3.92960, 0.25730, -0.40039], [-4.80449, -2.20645, -0.38881], [-4.22019, -3.52370, 0.83475], [-5.05331, -2.17773, 2.82558], [-5.15655, -0.61148, 1.87110], [-7.08218, -0.99912, 1.26360], [-1.76636, -3.23617, 1.98971], [6.49816, -0.88682, -1.22598], [5.94820, 0.38003, -1.56161], [5.42238, 0.41013, -2.88715], [3.90398, 0.26195, -2.88707], [3.50710, -1.02893, -2.42871], [3.07346, -1.01250, -1.07356], [6.63827, -0.92039, -0.14279], [5.84351, -1.71038, -1.52037], [7.47629, -1.00231, -1.70632], [5.89160, -0.36128, -3.50929], [5.68104, 1.38532, -3.31206], [3.54171, 0.36099, -3.91533], [3.43303, 1.05029, -2.28870], [2.06769, -0.58559, -1.01562], [3.75297, -0.44257, -0.43540], [3.03781, -2.04231, -0.71644]],
  "forces_ev_per_angstrom": [[-0.172, 0.613, -0.111], [0.032, -0.443, -0.281], [-0.953, -0.703, 2.486], [-0.431, -0.145, 0.735], [-2.257, -2.953, -0.189], [4.565, 0.086, 1.895], [2.439, -0.138, 0.547], [0.784, 1.333, 0.739], [0.954, 0.722, -0.146], [0.819, 1.088, 0.108], [-1.600, 3.518, -2.047], [0.405, 0.388, -0.004], [-2.944, 3.350, -2.408], [-3.635, -0.643, -1.391], [-2.454, -3.716, 0.554], [1.343, -0.358, 0.667], [1.392, 0.908, 0.172], [-0.832, 0.890, -1.076], [0.639, -1.527, -0.330], [-1.823, 0.298, -0.890], [0.472, -1.734, 0.839], [1.979, -0.348, 0.277], [1.494, -0.763, 0.857], [0.598, -0.385, 1.655], [-0.269, 1.630, -0.284], [-0.825, 0.420, -1.622], [0.008, -1.885, -0.215], [0.267, -1.411, 0.285], [0.052, 1.900, -0.820], [0.119, 0.178, 0.112], [-0.111, -0.352, -0.193], [-0.199, 0.324, 0.315], [0.181, -0.402, -0.239], [0.141, 0.297, 0.270], [-0.072, -0.116, -0.204], [-0.024, 0.094, -0.116], [-0.005, 0.044, -0.030], [-0.029, -0.126, -0.001], [-0.113, -0.004, 0.072], [-0.026, -0.020, -0.020], [0.021, 0.036, 0.005], [0.103, -0.051, 0.027], [-0.023, 0.073, 0.125], [-0.004, 0.025, -0.038], [-0.006, 0.009, -0.087]],
  "gap_ev": 7.36,
  "smiles": "CC[C@@H](I)c1cc(CCO)cc2nsnc12.COCCOC",
  "energy_ev": -43979.555,
  "homo_ev": -8.701,
  "e_lumo_ha": -0.0493
}



{
  "formula": "H3O2SSi",
  "method": "ωB97M-V with the def2-TZVPD basis set",
  "species": ["O", "O", "Si", "S", "H", "H", "H"],
  "positions_angstrom": [[1.48696, -1.25350, -0.27658], [3.53195, 0.92204, 0.75548], [0.26042, -0.31992, -0.00550], [3.62664, -0.22109, -0.19021], [-0.14799, -0.29201, 1.39698], [0.28699, 0.80519, -1.02566], [-0.83511, -0.97732, -0.64871]],
  "forces_ev_per_angstrom": [[2.792, -0.273, 0.221], [0.016, 0.566, 0.470], [0.130, -0.196, -1.598], [-1.190, -1.053, -0.470], [-0.139, 0.926, 0.618], [0.006, 0.716, 1.043], [-1.616, -0.685, -0.284]],
  "charge": -1,
  "de_lowest_kcal_mol": 31.3,
  "gap_ev": [6.77, 6.76],
  "energy_ev": -22855.798,
  "homo_ev": [-3.125, -3.100],
  "e_lumo_ha": [0.1341, 0.1344]
}